1.
ORCA calculation (the ωB97M-V functional and the def2-TZVPD basis) on a 5-piece molecular cluster, C4H17NO6 overall at a distorted geometry.

The value obtained for the orbital gap is 10.29 eV. For the molar mass, the calculation gives 175.18 g mol⁻¹. For the maximum force, the calculation gives 0.103 Eh/bohr. The value obtained for the HOMO energy is -9.84 eV. The energy relative to the best compared isomer or geometry (same formula, charge and spin) comes out at 2.102 eV. The charge is 0. As for the LUMO energy: 0.46 eV. The SMILES is C[C@@H](O)CNC=O.O.O.O.O.

```
28
Properties=species:S:1:pos:R:3:lowdin_charge:R:1
C 1.856 -1.609 1.556 -0.027
C 1.591 -0.315 0.666 -0.375
O 0.342 -0.556 0.100 -0.133
C 1.473 0.921 1.644 -0.129
N 0.965 2.252 1.251 0.041
C -0.076 2.472 0.375 -0.353
O -0.975 1.718 0.292 0.045
H 1.863 -1.495 2.640 0.067
H 2.795 -2.048 1.353 0.054
H 1.019 -2.275 1.497 0.063
H 2.345 -0.235 -0.017 0.099
H -0.465 0.072 0.435 0.137
H 0.859 0.477 2.510 0.130
H 2.364 1.124 2.327 0.139
H 1.739 2.888 1.212 0.115
H -0.040 3.431 -0.163 0.143
O -0.970 -0.045 -3.865 0.002
H -0.236 -0.516 -3.583 -0.004
H -1.503 0.009 -3.101 -0.016
O -2.665 -2.250 0.936 -0.110
H -1.846 -1.826 1.206 -0.001
H -2.494 -3.255 1.241 0.121
O -3.162 -0.202 -1.584 -0.128
H -2.769 -1.114 -1.434 0.045
H -4.115 -0.397 -1.196 0.106
O 1.037 1.092 -1.979 -0.039
H 0.573 0.361 -1.594 -0.017
H 0.492 1.323 -2.724 0.024
```

2.
ORCA calculation (the ωB97M-V functional and the def2-TZVPD basis) on a 3-piece molecular cluster, C4H18N2O2 overall at a distorted geometry.

The value obtained for the orbital gap is 11.97 eV. For the molar mass, the calculation gives 126.20 g mol⁻¹. For the maximum force, the calculation gives 0.093 Eh/bohr. The value obtained for the HOMO energy is -18.60 eV. The energy relative to the best compared isomer or geometry (same formula, charge and spin) comes out at 1.716 eV. The charge is +2. As for the LUMO energy: -6.63 eV.

```
26
Properties=species:S:1:pos:R:3:lowdin_charge:R:1
C -1.400 1.827 -0.668 -0.045
C 0.108 1.843 -0.823 -0.292
C 0.480 0.331 -0.600 -0.117
C 0.639 -0.042 0.914 -0.135
N 0.080 -1.391 1.069 0.134
N 0.699 2.766 0.164 0.222
H -1.804 0.947 -0.144 0.079
H -1.972 2.572 -0.073 0.111
H -1.944 1.833 -1.600 0.103
H 0.341 2.091 -1.851 0.162
H 1.289 -0.089 -1.253 0.143
H -0.270 -0.309 -1.118 0.116
H 1.685 -0.136 1.150 0.134
H 0.194 0.714 1.559 0.130
H 0.513 -1.886 1.869 0.181
H -0.960 -1.352 1.400 0.193
H 0.089 -2.069 0.304 0.116
H 1.032 2.259 1.005 0.153
H 0.030 3.473 0.563 0.206
H 1.604 3.225 -0.025 0.199
H -2.348 -2.885 -0.138 0.103
H -2.358 -1.576 -1.000 0.060
O -2.262 -1.901 -0.100 -0.054
H 1.969 -3.709 -0.914 0.074
H 2.643 -3.398 0.446 0.065
O 1.922 -3.139 -0.135 -0.041
```

3.
ORCA calculation (the ωB97M-V functional and the def2-TZVPD basis) on a 2-piece molecular cluster, C4H18N4Si overall at a distorted geometry.

The value obtained for the orbital gap (spin up / spin down) is 8.53 / 8.53 eV. For the molar mass, the calculation gives 150.30 g mol⁻¹. For the maximum force, the calculation gives 0.065 Eh/bohr. The value obtained for the HOMO energy (spin up / spin down) is -18.10 / -18.10 eV. The charge is +2. As for the LUMO energy (spin up / spin down): -9.57 / -9.58 eV.

```
27
Properties=species:S:1:pos:R:3:lowdin_charge:R:1
C -0.355 -1.292 2.586 -0.096
C -2.649 -1.303 2.204 -0.072
C 2.232 -0.051 -2.229 -0.005
C 1.081 2.021 -1.625 -0.032
N -0.945 0.398 0.412 -0.005
N 1.686 0.557 0.128 0.062
N -1.358 -1.350 1.609 0.000
N 1.315 0.605 -1.261 -0.453
Si -0.328 -0.277 -1.148 0.799
H -0.528 -2.187 3.278 0.174
H 0.559 -1.490 2.078 0.082
H -0.432 -0.543 3.285 0.093
H -3.361 -1.833 1.483 0.140
H -2.613 -1.709 3.253 0.136
H -3.085 -0.312 2.238 0.111
H 3.232 -0.039 -1.881 0.101
H 2.074 -1.088 -2.430 0.091
H 2.178 0.434 -3.247 0.145
H 0.379 2.462 -0.924 0.098
H 2.025 2.606 -1.557 0.141
H 0.762 2.082 -2.622 0.087
H -1.889 0.731 0.472 0.077
H -0.493 0.997 1.037 0.051
H 1.943 1.386 0.677 0.141
H 2.522 -0.046 0.129 0.125
H -1.085 0.072 -2.363 0.018
H -0.069 -1.615 -0.825 -0.010
```

4.
ORCA calculation (the ωB97M-V functional and the def2-TZVPD basis) on a 5-piece molecular cluster, C4H18NO5 overall at a distorted geometry.

The value obtained for the orbital gap is 11.22 eV. For the molar mass, the calculation gives 160.19 g mol⁻¹. For the maximum force, the calculation gives 0.040 Eh/bohr. The value obtained for the HOMO energy is -13.99 eV. The energy relative to the best compared isomer or geometry (same formula, charge and spin) comes out at 1.524 eV. The charge is +1. As for the LUMO energy: -2.76 eV.

```
28
Properties=species:S:1:pos:R:3:lowdin_charge:R:1
O -1.075 2.384 0.746 0.082
C -1.367 1.262 1.081 -0.165
C -0.304 0.161 1.006 -0.262
N 0.667 0.655 -0.033 0.032
C 1.979 1.127 0.585 0.039
C -0.978 -1.102 0.510 -0.048
H -2.407 1.067 1.368 0.144
H 0.273 -0.058 1.897 0.124
H 1.067 -0.075 -0.633 0.122
H 0.219 1.328 -0.669 0.102
H 1.926 1.086 1.672 0.102
H 2.223 2.056 0.091 0.110
H 2.706 0.337 0.429 0.086
H -1.594 -1.000 -0.380 0.083
H -1.602 -1.567 1.276 0.097
H -0.265 -1.925 0.408 0.074
H 0.384 -2.677 3.531 0.064
H 0.871 -3.001 2.201 0.054
O 0.717 -2.214 2.749 -0.052
H -3.492 1.607 -1.355 0.053
H -3.752 0.290 -2.097 0.058
O -3.043 0.864 -1.779 -0.053
H 2.528 -2.360 -1.061 0.052
H 3.293 -1.395 -1.995 0.065
O 2.433 -1.557 -1.584 -0.043
H -0.226 1.012 -3.257 0.076
H -0.966 2.121 -2.235 0.043
O -0.216 1.574 -2.474 -0.040
```